[1]
{"formula": "C3H5N3", "method": "ωB97M-V with the def2-TZVPD basis set", "symbols": ["N", "C", "C", "N", "C", "N", "H", "H", "H", "H", "H"], "coordinates": [[0.04884, -0.05392, -2.11734], [-0.01818, -0.08912, -0.84992], [0.89348, 0.56968, 0.16981], [0.31923, 0.36675, 1.49080], [-0.69787, -0.36927, 1.31146], [-0.92950, -0.77973, -0.02987], [0.90013, 0.46401, -2.36833], [1.89194, 0.12603, 0.12271], [0.97789, 1.63922, -0.04982], [-1.34793, -0.62920, 2.16107], [-1.89310, -0.96322, -0.14635]], "charge": 0, "orbital_gap_ev": 10.2261, "de_lowest_ev": 0.669, "e_homo_ha": -0.342, "smiles": "[H]/N=C1\\CN=CN1"}

[2]
{"formula": "C24H35BrN2OP2SV", "method": "ωB97M-V with the def2-TZVPD basis set", "symbols": ["V", "C", "C", "N", "C", "C", "C", "S", "N", "C", "O", "C", "C", "C", "C", "C", "C", "H", "H", "H", "H", "H", "H", "H", "H", "H", "H", "H", "H", "H", "H", "H", "C", "P", "C", "C", "C", "P", "C", "C", "H", "H", "H", "H", "H", "H", "H", "H", "H", "H", "H", "H", "H", "H", "H", "H", "Br", "C", "C", "C", "C", "C", "C", "H", "H", "H", "H"], "coordinates": [[-0.39748, -0.83160, -0.41006], [-2.72412, 2.81230, 3.54909], [-1.48358, 1.95257, 3.75592], [-0.37932, 2.28148, 2.84940], [0.50033, 3.40273, 3.24643], [0.19448, 4.70394, 2.51566], [-0.24975, 1.69993, 1.64882], [-1.47107, 0.59065, 1.09090], [0.81627, 2.12884, 0.94391], [1.35071, 1.52066, -0.08264], [1.14424, 0.32359, -0.47379], [2.37647, 2.29988, -0.86056], [2.99708, 1.70419, -1.95221], [3.92065, 2.41162, -2.71010], [4.23208, 3.72255, -2.37619], [3.62632, 4.31796, -1.27758], [2.70189, 3.60810, -0.52117], [-3.50957, 2.49955, 4.24249], [-3.09883, 2.70010, 2.52782], [-2.51723, 3.87064, 3.73146], [-1.72603, 0.90391, 3.62352], [-1.10565, 2.07528, 4.77068], [1.53441, 3.11463, 3.08245], [0.35937, 3.53725, 4.31720], [0.28003, 4.56174, 1.43785], [0.90434, 5.47803, 2.82082], [-0.81327, 5.06131, 2.73742], [2.75185, 0.67881, -2.19069], [4.39812, 1.94064, -3.55903], [4.94714, 4.27974, -2.97074], [3.87641, 5.33606, -1.00688], [2.22511, 4.05885, 0.33961], [1.53703, -3.03521, -2.95717], [0.12374, -1.97753, -2.46833], [0.18264, -0.72130, -3.81649], [-1.28540, -3.04695, -2.99041], [-2.60450, -2.34284, -2.67117], [-2.52678, -1.67982, -0.94148], [-3.91592, -0.48054, -0.99074], [-3.30796, -3.03758, 0.01747], [1.54056, -3.19395, -4.03605], [1.47328, -3.99952, -2.44940], [2.47464, -2.56523, -2.65841], [-0.04786, -1.16289, -4.78765], [1.18805, -0.29832, -3.85639], [-0.50914, 0.09291, -3.61568], [-1.20887, -3.97663, -2.41833], [-1.18774, -3.30814, -4.04491], [-3.46369, -2.99845, -2.82080], [-2.73130, -1.47373, -3.31953], [-4.82702, -0.96385, -1.34629], [-3.66477, 0.34952, -1.64813], [-4.09012, -0.07461, 0.00538], [-4.27465, -3.32563, -0.39688], [-3.44191, -2.68751, 1.04140], [-2.65027, -3.90635, 0.05422], [2.37251, -5.53745, 3.60303], [1.52812, -4.26534, 2.48058], [0.94339, -4.68475, 1.30264], [0.33355, -3.72839, 0.49180], [0.27565, -2.35544, 0.80065], [0.88879, -2.00928, 2.02001], [1.50867, -2.93359, 2.85567], [0.96538, -5.73122, 1.02569], [-0.12486, -4.08979, -0.42425], [0.88889, -0.97255, 2.33900], [1.97648, -2.62395, 3.78113]], "charge": 0, "orbital_gap_ev": [6.5539, 5.9348], "de_lowest_ev": 0.239, "e_homo_ha": [-0.238, -0.214], "multiplicity": 2}

[3]
{"formula": "C64H133F3HgN7O10S", "method": "ωB97M-V with the def2-TZVPD basis set", "symbols": ["Hg", "C", "F", "F", "F", "S", "O", "O", "O", "C", "C", "C", "C", "C", "C", "N", "O", "C", "C", "C", "H", "H", "H", "H", "H", "H", "H", "H", "H", "H", "H", "H", "H", "H", "H", "H", "H", "H", "H", "C", "C", "C", "C", "C", "C", "N", "O", "C", "C", "C", "H", "H", "H", "H", "H", "H", "H", "H", "H", "H", "H", "H", "H", "H", "H", "H", "H", "H", "H", "C", "C", "C", "C", "C", "C", "N", "O", "C", "C", "C", "H", "H", "H", "H", "H", "H", "H", "H", "H", "H", "H", "H", "H", "H", "H", "H", "H", "H", "H", "C", "C", "C", "C", "C", "C", "N", "O", "C", "C", "C", "H", "H", "H", "H", "H", "H", "H", "H", "H", "H", "H", "H", "H", "H", "H", "H", "H", "H", "H", "C", "C", "C", "C", "C", "C", "N", "O", "C", "C", "C", "H", "H", "H", "H", "H", "H", "H", "H", "H", "H", "H", "H", "H", "H", "H", "H", "H", "H", "H", "C", "C", "C", "C", "C", "C", "N", "O", "C", "C", "C", "H", "H", "H", "H", "H", "H", "H", "H", "H", "H", "H", "H", "H", "H", "H", "H", "H", "H", "H", "C", "C", "C", "C", "C", "C", "N", "O", "C", "C", "C", "H", "H", "H", "H", "H", "H", "H", "H", "H", "H", "H", "H", "H", "H", "H", "H", "H", "H", "H"], "coordinates": [[-8.55822, 25.12290, 21.07713], [-11.06652, 22.61885, 18.80213], [-11.51597, 22.88046, 17.59148], [-11.80839, 21.68456, 19.39022], [-9.80183, 22.16772, 18.74836], [-11.00674, 24.16726, 19.81002], [-10.43377, 23.84476, 21.14286], [-9.90309, 24.98491, 19.22060], [-12.26200, 24.83137, 19.79258], [-13.65208, 28.35693, 12.83680], [-12.70019, 27.14985, 12.98253], [-11.28856, 27.70780, 12.83421], [-10.77865, 28.37672, 14.11410], [-11.05626, 27.61114, 15.38514], [-12.43025, 27.02024, 15.55790], [-12.87833, 26.48984, 14.26671], [-13.95000, 25.58162, 14.33644], [-12.42053, 25.86626, 16.55422], [-13.48936, 28.06078, 16.02824], [-13.00268, 26.19871, 11.83362], [-13.80077, 28.60608, 11.77489], [-13.35559, 29.32450, 13.24343], [-14.67397, 28.11252, 13.13998], [-10.53902, 26.99626, 12.46961], [-11.32074, 28.50747, 12.09035], [-11.15718, 29.40873, 14.09383], [-9.72006, 28.63376, 13.98586], [-10.74550, 28.28155, 16.20035], [-10.28747, 26.83618, 15.52290], [-13.45016, 25.62585, 16.81725], [-11.97242, 25.00381, 16.05716], [-11.92265, 26.15231, 17.48023], [-14.47002, 27.79098, 15.64816], [-13.59354, 28.00304, 17.12191], [-13.17783, 29.09080, 15.85438], [-12.33326, 25.33134, 11.93451], [-12.68083, 26.67202, 10.91003], [-14.01182, 25.80561, 11.89752], [-13.55971, 24.78308, 13.96496], [-14.61851, 25.70550, 25.70022], [-14.73230, 25.50526, 24.17347], [-15.86104, 24.50831, 23.98357], [-16.33477, 24.41701, 22.52386], [-16.64883, 25.79893, 21.97761], [-15.62697, 26.90462, 22.25605], [-15.22074, 26.78420, 23.65999], [-14.33028, 27.84093, 24.02772], [-14.44458, 26.90870, 21.30090], [-16.37120, 28.24662, 22.10706], [-13.39247, 24.98356, 23.67757], [-13.66665, 26.15189, 25.99077], [-14.67455, 24.71376, 26.15987], [-15.43245, 26.29432, 26.11710], [-15.40168, 23.52643, 24.18108], [-16.73563, 24.51921, 24.63301], [-17.15331, 23.70580, 22.40756], [-15.54607, 23.93343, 21.93070], [-17.60566, 26.13291, 22.39325], [-16.81978, 25.76854, 20.89708], [-13.81396, 26.01526, 21.29378], [-14.69529, 27.13383, 20.26458], [-13.69026, 27.61706, 21.66882], [-16.99252, 28.23152, 21.20682], [-16.84278, 28.46228, 23.05986], [-15.68002, 29.01734, 21.74377], [-13.00661, 24.31354, 24.45222], [-12.65937, 25.78740, 23.57730], [-13.46787, 24.40472, 22.75800], [-14.93226, 28.52856, 24.32881], [-9.03587, 24.60486, 24.27747], [-8.42995, 23.20655, 24.36823], [-9.53696, 22.32382, 24.94441], [-9.21778, 20.82984, 24.87932], [-9.11529, 20.53316, 23.38127], [-7.98614, 21.29503, 22.70503], [-8.09811, 22.74548, 23.02492], [-7.13099, 23.54453, 22.36293], [-6.58391, 20.75850, 23.07150], [-8.23558, 21.16693, 21.18896], [-7.24679, 23.25279, 25.34456], [-9.46590, 24.83986, 25.25320], [-9.89329, 24.64250, 23.59210], [-8.33256, 25.38136, 23.97109], [-9.87867, 22.65024, 25.92768], [-10.41933, 22.43515, 24.30044], [-10.06371, 20.29154, 25.30872], [-8.30092, 20.54764, 25.39662], [-10.07769, 20.60568, 22.87902], [-8.80241, 19.48040, 23.33417], [-6.20602, 20.17689, 22.22825], [-5.80873, 21.47332, 23.35742], [-6.66083, 20.04682, 23.89565], [-9.22577, 21.57914, 21.01485], [-7.46235, 21.74015, 20.67936], [-8.25066, 20.10915, 20.93657], [-6.71031, 22.30114, 25.38425], [-7.57293, 23.50998, 26.34873], [-6.48670, 23.95025, 24.97726], [-6.28982, 23.10502, 22.57532], [-9.39044, 27.91475, 24.07209], [-9.45281, 28.74570, 22.78450], [-8.40120, 29.84269, 22.96613], [-8.20713, 30.64969, 21.66682], [-7.77566, 29.65885, 20.61920], [-8.72945, 28.48823, 20.36644], [-9.11340, 27.89954, 21.63508], [-10.06315, 26.84944, 21.41898], [-9.91289, 28.98129, 19.52330], [-7.94344, 27.49785, 19.49881], [-10.88868, 29.32259, 22.74374], [-9.61352, 28.53357, 24.93650], [-8.36752, 27.53826, 24.17635], [-10.04267, 27.04204, 24.07177], [-8.68945, 30.52682, 23.76199], [-7.44546, 29.36974, 23.20808], [-7.43349, 31.40225, 21.80422], [-9.18328, 31.10601, 21.49060], [-6.81692, 29.24134, 20.97887], [-7.37242, 30.01259, 19.66609], [-10.44366, 29.78306, 20.04437], [-9.64091, 29.44268, 18.57202], [-10.63284, 28.20748, 19.23953], [-8.59651, 26.68101, 19.15372], [-7.63129, 27.86927, 18.51960], [-7.02406, 27.20105, 20.02177], [-10.94218, 30.25430, 22.18853], [-11.24089, 29.54797, 23.75363], [-11.61930, 28.53619, 22.51799], [-10.91365, 27.31482, 21.32057], [-8.49373, 22.43745, 12.84420], [-9.19570, 22.82796, 14.14548], [-8.90733, 21.80529, 15.25685], [-7.55039, 22.06599, 15.93697], [-7.35970, 23.48684, 16.46887], [-7.57110, 24.43416, 15.31028], [-8.82595, 24.15997, 14.62776], [-9.21436, 25.17492, 13.72680], [-7.66230, 25.84146, 15.89797], [-6.35882, 24.48614, 14.36167], [-10.70879, 22.79265, 13.94560], [-8.85408, 23.06849, 12.03012], [-8.67136, 21.38884, 12.60321], [-7.41733, 22.59664, 12.89374], [-9.67766, 21.64989, 16.01061], [-8.71803, 20.85519, 14.75128], [-6.76657, 21.88902, 15.19288], [-7.35419, 21.34424, 16.73529], [-6.33256, 23.56452, 16.83104], [-8.06472, 23.56913, 17.30149], [-7.56092, 26.70040, 15.23090], [-8.60352, 26.07678, 16.41975], [-6.93956, 25.97384, 16.71353], [-6.54585, 24.96442, 13.40396], [-5.56903, 25.03807, 14.88508], [-5.86761, 23.52916, 14.16320], [-11.23176, 23.23646, 14.79983], [-11.13106, 21.79234, 13.83705], [-11.00657, 23.39076, 13.07950], [-9.91887, 25.62012, 14.21165], [-10.44090, 17.98835, 14.64494], [-11.28341, 17.43240, 15.79961], [-10.92036, 15.92908, 15.91576], [-9.61866, 15.64834, 16.69148], [-9.61563, 16.42303, 18.00254], [-9.85277, 17.92071, 17.86734], [-11.09415, 18.08670, 17.10346], [-11.26351, 19.48293, 16.80463], [-10.14325, 18.44785, 19.27731], [-8.55206, 18.57538, 17.35652], [-12.76636, 17.48881, 15.46188], [-9.37920, 17.78970, 14.74563], [-10.62409, 19.06554, 14.57338], [-10.86307, 17.64696, 13.69851], [-11.63796, 15.19308, 16.27143], [-10.62683, 15.69434, 14.88844], [-8.70750, 15.93932, 16.16097], [-9.51636, 14.58530, 16.90782], [-8.64555, 16.25083, 18.48788], [-10.29294, 15.96981, 18.73538], [-10.99077, 17.93369, 19.73014], [-9.31237, 18.26744, 19.96510], [-10.30831, 19.52829, 19.25658], [-7.83183, 18.46865, 18.16781], [-8.27644, 18.06449, 16.43600], [-8.56086, 19.63825, 17.11500], [-13.33912, 17.10068, 16.30070], [-12.95245, 16.94122, 14.53779], [-13.07654, 18.51780, 15.26699], [-11.41363, 19.90017, 17.65649], [-14.88847, 20.08981, 20.29272], [-15.00918, 19.08447, 21.45706], [-13.82345, 18.07108, 21.35952], [-12.52233, 18.35153, 22.11162], [-12.79480, 18.93527, 23.49267], [-13.78292, 20.11408, 23.45176], [-15.01460, 19.69828, 22.80589], [-15.91315, 20.80767, 22.78053], [-14.00082, 20.46840, 24.91353], [-13.13133, 21.27937, 22.71454], [-16.28594, 18.27434, 21.34907], [-15.62307, 19.91194, 19.50763], [-13.90266, 20.06744, 19.82897], [-15.06970, 21.09407, 20.67611], [-14.15602, 17.08801, 21.70267], [-13.59665, 18.00168, 20.29375], [-11.92232, 19.07615, 21.55020], [-11.96848, 17.41927, 22.22673], [-11.84359, 19.30289, 23.87337], [-13.34329, 18.18104, 24.06192], [-13.16383, 21.02874, 25.33478], [-14.77400, 21.25266, 24.99699], [-14.39986, 19.68180, 25.55162], [-13.65909, 22.22109, 22.58678], [-12.09517, 21.49481, 23.01060], [-12.91164, 20.93382, 21.69740], [-17.10555, 18.99441, 21.47824], [-16.46205, 17.52035, 22.11697], [-16.45616, 17.78944, 20.38671], [-16.59351, 20.53942, 23.40579]], "charge": 1, "orbital_gap_ev": 3.8952, "e_homo_ha": -0.341}

[4]
{"formula": "BrH3Si", "method": "ωB97M-V with the def2-TZVPD basis set", "symbols": ["Si", "Br", "H", "H", "H"], "coordinates": [[0.75424, 0.03232, -0.00757], [-2.51555, 0.03258, -0.00219], [0.60925, -1.22230, 0.94146], [0.58504, -0.12634, -1.47482], [0.56701, 1.28373, 0.54311]], "charge": 0, "orbital_gap_ev": 6.3976, "de_lowest_ev": 2.942, "e_homo_ha": -0.328}